{"formula": "C52H37N8SV", "method": "ωB97M-V with the def2-TZVPD basis set", "species": ["V", "C", "C", "C", "C", "C", "C", "C", "C", "C", "C", "C", "N", "C", "C", "C", "C", "C", "C", "C", "C", "C", "C", "C", "C", "C", "N", "C", "C", "C", "C", "C", "C", "C", "C", "C", "C", "C", "C", "N", "C", "C", "N", "C", "C", "C", "C", "C", "C", "H", "H", "H", "H", "H", "H", "H", "H", "H", "H", "H", "H", "H", "H", "H", "H", "H", "H", "H", "H", "H", "H", "H", "H", "H", "H", "H", "H", "C", "C", "N", "N", "C", "N", "S", "C", "C", "C", "C", "C", "N", "H", "H", "H", "H", "H", "H", "H", "H", "H"], "xyz": [[-0.435, -0.140, -0.230], [-7.056, -2.708, 2.368], [-6.057, -2.720, 3.334], [-4.776, -2.289, 3.016], [-4.477, -1.847, 1.731], [-5.481, -1.844, 0.767], [-6.765, -2.270, 1.083], [-3.109, -1.351, 1.380], [-2.870, 0.020, 1.520], [-3.823, 0.971, 2.044], [-3.166, 2.130, 2.256], [-1.776, 1.909, 1.929], [-1.662, 0.625, 1.334], [-0.686, 2.725, 2.138], [0.567, 2.041, 2.020], [0.763, 0.754, 2.633], [1.857, 0.232, 2.037], [2.269, 1.210, 1.060], [3.072, 0.854, -0.054], [4.064, 1.780, -0.635], [4.514, 1.645, -1.949], [5.468, 2.506, -2.471], [5.978, 3.532, -1.688], [5.525, 3.689, -0.383], [4.579, 2.821, 0.139], [2.853, -0.440, -0.520], [1.667, -1.113, -0.245], [1.854, -2.395, -0.595], [0.920, -3.427, -0.347], [1.329, -4.813, -0.721], [1.451, -5.160, -2.064], [1.830, -6.443, -2.434], [2.094, -7.398, -1.460], [1.982, -7.059, -0.118], [1.604, -5.774, 0.248], [-0.312, -3.227, 0.232], [-1.250, -4.289, 0.540], [-2.365, -3.712, 1.020], [-2.145, -2.282, 1.015], [-0.894, -2.010, 0.532], [3.173, -2.567, -1.165], [3.772, -1.351, -1.158], [1.552, 2.363, 1.159], [-0.760, 4.188, 2.393], [-1.655, 4.739, 3.312], [-1.686, 6.107, 3.546], [-0.818, 6.952, 2.871], [0.098, 6.412, 1.977], [0.137, 5.045, 1.748], [-8.057, -3.037, 2.617], [-6.277, -3.061, 4.338], [-3.993, -2.294, 3.766], [-5.244, -1.505, -0.235], [-7.537, -2.263, 0.324], [-4.863, 0.759, 2.240], [-3.585, 3.039, 2.651], [0.168, 0.346, 3.433], [2.353, -0.703, 2.234], [4.109, 0.859, -2.570], [5.807, 2.380, -3.491], [6.723, 4.206, -2.091], [5.915, 4.489, 0.233], [4.231, 2.939, 1.158], [1.245, -4.408, -2.819], [1.917, -6.698, -3.483], [2.388, -8.400, -1.746], [2.193, -7.796, 0.646], [1.524, -5.505, 1.295], [-1.063, -5.341, 0.397], [-3.272, -4.194, 1.349], [3.587, -3.501, -1.509], [4.779, -1.115, -1.461], [-2.304, 4.094, 3.887], [-2.383, 6.509, 4.271], [-0.839, 8.019, 3.056], [0.794, 7.059, 1.457], [0.866, 4.622, 1.070], [1.735, 0.440, -3.924], [0.908, 0.612, -2.699], [0.193, -0.301, -2.177], [-0.066, -1.486, -2.859], [-1.341, -1.727, -2.652], [-1.861, -2.844, -3.202], [-2.388, -0.657, -1.740], [0.673, 1.934, -2.067], [1.156, 3.101, -2.615], [0.588, 4.306, -2.215], [-0.472, 4.277, -1.336], [-0.866, 3.057, -0.798], [-0.264, 1.912, -1.095], [1.941, -0.616, -4.075], [2.669, 0.988, -3.825], [1.213, 0.823, -4.806], [-1.289, -3.412, -3.800], [-2.847, -3.015, -3.136], [1.933, 3.067, -3.365], [0.943, 5.242, -2.626], [-0.989, 5.178, -1.038], [-1.697, 3.002, -0.113]], "lowdin_charge": [0.869, -0.095, -0.081, -0.034, -0.224, -0.025, -0.079, -0.127, -0.250, 0.023, 0.008, -0.243, 0.025, -0.083, -0.268, -0.037, -0.035, -0.277, -0.055, -0.152, -0.051, -0.078, -0.089, -0.074, -0.014, -0.243, 0.057, -0.238, -0.070, -0.206, -0.038, -0.079, -0.093, -0.079, -0.036, -0.218, 0.017, 0.020, -0.257, 0.013, 0.012, -0.001, 0.167, -0.149, -0.038, -0.083, -0.095, -0.079, -0.044, 0.099, 0.101, 0.122, 0.108, 0.101, 0.118, 0.100, 0.119, 0.121, 0.081, 0.103, 0.100, 0.103, 0.115, 0.113, 0.101, 0.099, 0.102, 0.123, 0.113, 0.116, 0.109, 0.110, 0.103, 0.102, 0.099, 0.102, 0.093, -0.001, -0.257, -0.161, 0.047, -0.814, 0.097, 0.722, -0.200, 0.009, -0.028, -0.040, -0.089, 0.066, 0.082, 0.055, 0.101, 0.097, 0.084, 0.115, 0.115, 0.114, 0.116], "multiplicity": 3, "s2": 2.029, "total_charge": 0, "de_lowest_ev": 2.2037, "lumo_ev": [-0.91, -0.94], "mol_weight_g_mol": 856.9, "energy_ha": -3784.06158, "orbital_gap_ev": [5.65, 5.69]}